Here is a cluster of 2 separate species, C4H11O3 in total in a non-equilibrium geometry from OMol25. Energies are from ωB97M-V/def2-TZVPD.

```
18
C4H11O3 ωB97M-V/def2-TZVPD
H 3.238 -0.035 0.035
O 4.566 1.286 0.995
H -4.082 -0.969 -0.161
H 2.911 1.740 -0.223
C -1.467 -0.918 -0.401
H -0.118 -0.596 1.277
C -0.080 -0.700 0.168
H 2.583 0.998 1.415
O 0.575 0.392 -0.310
C 3.197 0.963 0.505
O -2.315 0.103 0.049
C -3.623 -0.007 -0.449
H -3.640 0.069 -1.551
H 5.164 1.290 0.242
H -1.835 -1.909 -0.077
H -1.419 -0.923 -1.506
H 0.557 -1.599 0.017
H -4.214 0.815 -0.025
```

Output
Spin multiplicity: 2
E_tot in Ha: -384.592482
HOMO energy (alpha / beta) in eV: -10.09 / -10.09